# 1
The following is a quantum chemistry calculation of 7 unconnected molecules or ions with the total composition C22H50O26PS6, from the OMol25 dataset.

ORCA input file:
```
! RIJCOSX wB97M-V def2-TZVPD def2/J DEFGRID3
* xyz -1 1
C 1.7816 -2.6414 1.3648
O 2.8169 -3.1870 0.5671
C 3.8127 -2.2529 0.1556
C 3.8234 -1.9995 -1.3492
C 2.4395 -1.8723 -2.0126
C 2.2840 -0.6622 -2.9615
C 1.2032 0.3459 -2.5633
P 1.2212 1.2447 -0.8393
C 3.1362 1.5205 -0.8584
C 3.5708 2.7579 -0.0747
C 5.0939 2.7832 0.1682
C 5.4578 2.1217 1.4752
O 6.8877 1.9964 1.5986
H 2.1637 -1.8959 2.0648
H 1.3315 -3.4646 1.9225
H 1.0035 -2.1626 0.7656
H 3.7311 -1.3204 0.7161
H 4.7746 -2.7016 0.4264
H 4.3782 -1.0723 -1.5099
H 4.4100 -2.7834 -1.8329
H 2.3177 -2.7813 -2.6119
H 1.6546 -1.9069 -1.2630
H 2.0153 -1.0640 -3.9462
H 3.2599 -0.1929 -3.1062
H 1.1313 1.1171 -3.3374
H 0.2553 -0.2081 -2.5877
H 1.3563 -0.0552 -0.1186
H 1.1568 1.9327 0.4913
H 1.0762 2.5853 -1.5232
H -0.1986 1.1168 -0.8203
H 3.6040 0.6626 -0.3578
H 3.5253 1.6412 -1.8729
H 3.2897 3.6555 -0.6268
H 3.0624 2.7726 0.8932
H 5.5110 3.7934 0.1350
H 5.5856 2.2159 -0.6262
H 5.1019 2.7082 2.3252
H 5.0036 1.1283 1.5045
H 7.1029 1.0921 1.8303
C -5.4859 1.0127 -1.5854
C -4.5668 -0.1707 -1.8029
O -3.3210 0.4277 -2.1895
S -3.1235 1.8199 -1.4392
O -2.3296 1.6311 -0.2844
O -2.8171 2.8065 -2.4084
O -4.6492 1.9992 -0.9623
H -5.8494 1.4161 -2.5298
H -6.3263 0.7831 -0.9375
H -4.9093 -0.8324 -2.5930
H -4.4155 -0.7441 -0.8875
C -1.3384 3.7866 2.2029
C -2.6025 3.1349 2.6824
O -2.5722 3.3037 4.1159
S -1.8581 4.6873 4.4655
O -2.8399 5.6896 4.6962
O -0.8586 4.4366 5.4411
O -1.1947 4.9567 3.0456
H -0.4711 3.1411 2.3430
H -1.3884 4.0923 1.1627
H -2.6428 2.0810 2.4275
H -3.4904 3.6417 2.2990
C 0.5535 -5.1962 -1.2827
C -0.0842 -6.5662 -1.1999
O -1.2868 -6.3444 -0.4498
S -1.8681 -4.8909 -0.7869
O -2.8870 -5.0136 -1.7670
O -2.1299 -4.2375 0.4446
O -0.5644 -4.3051 -1.4763
H 1.0635 -4.9220 -0.3583
H 1.2462 -5.1016 -2.1134
H 0.5349 -7.2893 -0.6767
H -0.3519 -6.9511 -2.1863
C 11.2228 0.4343 2.9257
C 10.5999 1.0496 4.1626
O 9.2331 0.6290 4.0999
S 9.1330 -0.8222 3.4463
O 9.0447 -1.8070 4.4602
O 8.1885 -0.7596 2.3933
O 10.6113 -0.8612 2.8372
H 10.9785 1.0013 2.0261
H 12.2993 0.3132 3.0084
H 10.6360 2.1350 4.1632
H 11.0494 0.6602 5.0784
C -7.4821 5.2448 -4.5618
C -8.8768 5.3755 -3.9814
O -9.3581 4.0237 -3.9318
S -8.1409 3.0323 -3.6240
O -8.1066 2.7457 -2.2370
O -8.1601 1.9951 -4.5882
O -6.9647 4.0553 -3.9531
H -7.5059 5.1045 -5.6438
H -6.8357 6.0807 -4.3110
H -9.5430 5.9669 -4.6027
H -8.8557 5.7797 -2.9678
C -6.1511 -4.6456 2.8161
C -5.7114 -5.3739 1.5619
O -6.6188 -4.8932 0.5567
S -7.0026 -3.3729 0.8494
O -6.1841 -2.5062 0.0855
O -8.4149 -3.2612 0.8164
O -6.4862 -3.3287 2.3600
H -7.0433 -5.0978 3.2536
H -5.3658 -4.5781 3.5635
H -5.8080 -6.4524 1.6475
H -4.6890 -5.1172 1.2770
*
```

Calculated values
electronic energy = -5554.709469 hartree
gap between HOMO and LUMO = 4.99 eV



# 2
The following is a quantum chemistry calculation of a single C4H9NO2 molecule in a non-equilibrium geometry, from the OMol25 dataset.

ORCA input file:
```
! RIJCOSX wB97M-V def2-TZVPD def2/J DEFGRID3
* xyz 0 1
C 0.7701 -0.3155 2.2437
C -0.4790 -0.5835 1.3266
C -0.7651 0.5853 0.3415
O -1.4427 1.5522 0.7017
N -0.0812 0.5909 -0.8751
C 0.1413 -0.6775 -1.5849
O 1.4700 -0.8226 -2.1377
H 1.6920 -0.4570 1.6724
H 0.6602 -0.8144 3.2385
H 0.7914 0.7438 2.3948
H -0.6932 -1.6401 0.8802
H -1.3020 -0.3734 1.9494
H -0.3880 1.1744 -1.6222
H -0.6169 -0.7154 -2.4319
H 0.1426 -1.5212 -0.8765
H 2.0595 -0.4234 -1.5531
*
```

Calculated values
energy above the lowest of the compared OMol25 structures with the same formula, charge and spin = 180.74 kJ/mol
electronic energy = -363.016694 hartree
gap between HOMO and LUMO = 10.85 eV



# 3
The following is a quantum chemistry calculation of a molecular structure, C36H47BCl3HfN10O3S2Si, from the OMol25 dataset.

ORCA input file:
```
! RIJCOSX wB97M-V def2-TZVPD def2/J DEFGRID3
* xyz 2 2
Hf 0.9966 0.0799 0.1052
C -1.7539 -3.2029 1.2226
C -1.3804 -2.1939 0.3487
N -0.5726 -1.3209 0.9609
N -0.4155 -1.7560 2.2444
C -1.1044 -2.8988 2.4046
B 0.7502 -1.1973 3.1247
N 0.6840 0.3712 3.1344
C 0.5457 1.1627 4.2022
C 0.5343 2.4858 3.7794
C 0.6616 2.4191 2.4035
N 0.7557 1.1389 2.0155
N 2.0372 -1.6961 2.3727
C 2.9588 -2.5863 2.7819
C 3.5678 -3.1441 1.6726
C 2.9560 -2.5419 0.5829
N 2.0453 -1.6596 0.9978
N 0.6454 -1.6451 4.5529
C -0.4881 -1.7488 5.3110
C -0.1081 -1.8773 6.6156
C 1.3035 -1.8197 6.5760
N 1.7537 -1.6645 5.3441
H -2.4009 -4.0445 1.0272
H -1.6543 -2.0503 -0.6849
H -1.0853 -3.4332 3.3431
H 0.4645 0.7568 5.2017
H 0.4438 3.3704 4.3904
H 0.6936 3.2196 1.6773
H 3.0980 -2.7685 3.8343
H 4.3444 -3.8938 1.6590
H 3.1035 -2.7072 -0.4719
H -1.4747 -1.7104 4.8703
H -0.7449 -1.9978 7.4799
H 2.0027 -1.8880 7.3994
C -2.4556 0.9828 1.1644
C -1.9540 2.0197 0.2071
C -2.8412 3.0782 -0.0709
C -2.4930 4.0587 -0.9403
C -1.2253 4.0119 -1.5478
C -0.8178 5.0247 -2.4508
C 0.4143 4.9863 -3.0402
C 1.2719 3.9247 -2.7408
C 0.9092 2.9332 -1.8395
S 2.0816 1.7209 -1.5275
C -0.3684 2.9422 -1.2175
N -0.7352 1.9370 -0.3456
H -3.3276 1.3603 1.6931
H -1.7044 0.7047 1.8962
H -2.7611 0.0885 0.6208
H -3.8032 3.0924 0.4249
H -3.1683 4.8760 -1.1690
H -1.5117 5.8307 -2.6636
H 0.7291 5.7617 -3.7275
H 2.2509 3.8663 -3.2060
Cl 4.5094 0.4021 4.3368
C 5.1208 1.1416 2.8586
Cl 5.3148 2.8788 3.0537
Cl 6.6195 0.3892 2.3475
C 4.0954 0.9074 1.8273
N 3.2523 0.7239 1.0849
C 2.1889 -1.1868 -6.9900
C 1.8507 -0.4347 -5.7160
C 2.6651 0.8463 -5.6023
C 0.3620 -0.1323 -5.6504
O 2.2204 -1.3297 -4.6320
Si 2.2699 -1.5052 -3.0512
S 0.4232 -0.6647 -2.1930
O 2.3591 -3.0515 -2.6073
C 1.7501 -4.3155 -2.9940
C 0.4202 -4.4291 -2.2641
C 2.7169 -5.3902 -2.5280
C 1.5520 -4.3834 -4.5015
O 3.4882 -0.7502 -2.2275
C 4.9298 -0.7872 -2.5843
C 5.6914 -1.4352 -1.4395
C 5.3995 0.6445 -2.7688
C 5.1664 -1.5881 -3.8607
H 2.0410 -0.5394 -7.8578
H 1.5508 -2.0672 -7.0966
H 3.2314 -1.5128 -6.9705
H 2.3024 1.5768 -6.3284
H 3.7232 0.6633 -5.8041
H 2.5613 1.2710 -4.5972
H 0.0629 0.4190 -6.5443
H 0.1194 0.4716 -4.7733
H -0.2155 -1.0599 -5.6066
H 0.5748 -4.3891 -1.1815
H -0.0625 -5.3767 -2.5138
H -0.2477 -3.6124 -2.5585
H 2.8431 -5.3467 -1.4426
H 3.6921 -5.2539 -3.0022
H 2.3374 -6.3791 -2.7940
H 0.8075 -3.6532 -4.8327
H 1.2079 -5.3805 -4.7808
H 2.4904 -4.1776 -5.0226
H 5.4632 -0.9454 -0.4911
H 6.7639 -1.3411 -1.6248
H 5.4555 -2.5000 -1.3628
H 5.2712 1.2182 -1.8461
H 4.8413 1.1374 -3.5684
H 6.4591 0.6499 -3.0330
H 4.7714 -2.6063 -3.7651
H 6.2396 -1.6571 -4.0438
H 4.6992 -1.1158 -4.7263
*
```

Calculated values
<S²> = 0.77
energy above the lowest of the compared OMol25 structures with the same formula, charge and spin = 5.59 kJ/mol
electronic energy = -4712.553891 hartree
gap between HOMO and LUMO (alpha / beta) = 7.62 / 6.10 eV



# 4
The following is a quantum chemistry calculation of 10 unconnected molecules or ions with the total composition C24H72N12O10 in a non-equilibrium geometry, from the OMol25 dataset.

ORCA input file:
```
! RIJCOSX wB97M-V def2-TZVPD def2/J DEFGRID3
* xyz 0 1
C 7.0052 -3.0686 -0.1777
O 5.6076 -2.8329 -0.4602
C 5.0703 -1.7541 0.2699
C 3.5705 -1.6543 0.1022
C 3.0106 -1.6770 -1.3481
N 2.9744 -0.5839 0.8656
H 7.6857 -2.2680 -0.4678
H 7.3486 -3.9996 -0.6288
H 7.0841 -3.4649 0.8346
H 5.3136 -1.5151 1.3052
H 5.5071 -0.9432 -0.3130
H 3.1230 -2.5388 0.5556
H 3.5857 -1.0393 -2.0195
H 2.0226 -1.2341 -1.4733
H 2.8599 -2.7129 -1.6518
H 2.8120 -1.0639 1.7393
H 2.0072 -0.4221 0.6238
C -4.2132 6.8182 -2.7309
O -4.0868 5.5160 -3.3848
C -3.4462 4.4232 -2.7062
C -4.3613 3.9592 -1.4788
C -3.8509 2.6372 -0.7816
N -5.7068 3.6056 -1.9790
H -4.2104 7.5977 -3.4927
H -3.3910 6.9184 -2.0224
H -4.9791 6.7915 -1.9557
H -3.1378 3.5691 -3.3090
H -2.4547 4.6283 -2.3025
H -4.4539 4.7707 -0.7570
H -2.8904 2.8334 -0.3050
H -3.6202 1.7290 -1.3384
H -4.4252 2.2726 0.0701
H -5.7875 4.1791 -2.8064
H -5.6096 2.7113 -2.4383
C 4.0048 -2.4415 -5.0715
O 3.2253 -1.5117 -4.4720
C 1.9647 -1.4284 -5.2337
C 0.9448 -0.6953 -4.2081
C -0.4947 -0.5189 -4.8023
N 1.4771 0.5274 -3.6810
H 4.9176 -2.5569 -4.4870
H 4.1316 -2.1021 -6.0995
H 3.5530 -3.4319 -5.0161
H 2.2293 -0.8680 -6.1304
H 1.4692 -2.3662 -5.4853
H 0.9417 -1.5232 -3.4990
H -1.0871 -1.4326 -4.8484
H -0.5196 -0.1851 -5.8397
H -1.0212 0.2146 -4.1916
H 2.4593 0.2949 -3.6448
H 1.1861 0.4658 -2.7159
C -0.4966 -0.0270 8.0017
O 0.3839 -0.5336 6.9478
C 1.4608 0.3412 6.6023
C 2.1325 -0.3117 5.3608
C 3.2643 0.6691 4.8606
N 1.2010 -0.2955 4.2588
H -1.1291 -0.7287 8.5455
H -1.1631 0.8006 7.7588
H 0.1555 0.4351 8.7428
H 1.1056 1.3305 6.3137
H 2.1683 0.6282 7.3803
H 2.5331 -1.2966 5.6008
H 3.9432 1.0337 5.6315
H 2.8085 1.5698 4.4494
H 3.8682 0.3399 4.0150
H 0.4629 -0.7122 4.8081
H 1.5967 -0.9763 3.6264
N -0.9548 0.1905 -1.0195
C 0.1140 0.4637 -0.3816
N 0.0341 0.0203 0.8544
O 0.9997 1.2111 -0.6882
H -1.7187 -0.2970 -0.5734
H -1.0839 0.5677 -1.9474
H -0.7836 -0.4630 1.1978
H 0.6449 0.4849 1.5110
N -2.3623 -3.6485 2.9645
C -1.9635 -2.3722 2.9317
N -1.7528 -1.9464 4.1551
O -1.8892 -1.6858 1.9476
H -2.5261 -4.1617 2.1101
H -2.2405 -4.3072 3.7203
H -1.5828 -0.9735 4.3665
H -1.7345 -2.5156 4.9892
N 1.3192 2.7491 2.8491
C 0.0269 2.9086 2.9299
N -0.4582 1.9484 3.6813
O -0.6181 3.6407 2.3235
H 1.8236 3.1484 2.0705
H 1.7066 2.0586 3.4762
H 0.0707 1.1176 3.9057
H -1.4614 1.8779 3.7750
N 0.2254 3.1779 -4.4714
C 0.9470 4.1310 -4.0556
N 1.6416 3.7043 -3.0640
O 0.9630 5.2245 -4.5257
H -0.5870 3.4325 -5.0149
H 0.5762 2.2586 -4.2437
H 2.1362 4.1834 -2.3250
H 1.6898 2.6965 -3.1092
C -5.7795 -2.2033 0.7809
C -4.6055 -1.9329 -0.1833
O -3.9808 -0.6810 0.1669
H -6.5561 -1.4609 0.5970
H -5.5125 -1.9993 1.8178
H -6.2848 -3.1426 0.5560
H -4.7272 -1.9882 -1.2651
H -3.9417 -2.7787 -0.0037
H -3.6370 -0.9183 1.0312
C -0.1232 -4.2706 -1.9680
C -0.9973 -3.5695 -0.8448
O -1.7222 -4.5872 -0.1619
H -0.7867 -4.6283 -2.7553
H 0.5569 -4.9531 -1.4583
H 0.4778 -3.4682 -2.3959
H -1.6531 -2.8948 -1.3952
H -0.4143 -2.8813 -0.2328
H -1.1557 -5.3619 -0.1404
*
```

Calculated values
energy above the lowest of the compared OMol25 structures with the same formula, charge and spin = 217.70 kJ/mol
electronic energy = -2366.927307 hartree
gap between HOMO and LUMO = 8.11 eV